Record 1
DFT (ωB97M-V/def2-TZVPD) results for a cluster of 14 separate species, C32H61BCl2N5O39 in total in a non-equilibrium geometry.

```
140
Properties=species:S:1:pos:R:3
O -1.083 1.867 -1.178
C -0.340 0.997 -0.820
O 0.892 1.106 -0.379
B 1.369 -0.234 0.036
O 0.196 -1.095 0.018
C -0.801 -0.488 -0.576
O -1.903 -0.864 -0.853
O 1.985 -0.086 1.384
C 3.266 -0.324 1.306
O 4.030 -0.396 2.233
C 3.635 -0.652 -0.141
O 2.511 -0.723 -0.805
O 4.734 -0.947 -0.533
Cl 6.503 1.242 3.381
C 7.389 -0.205 2.891
C 7.441 -1.244 3.999
Cl 8.339 -0.663 5.449
H 8.411 0.057 2.613
H 6.905 -0.524 1.969
H 7.945 -2.148 3.676
H 6.418 -1.402 4.331
C -1.407 -0.728 3.255
N -1.651 0.691 2.974
O -2.625 0.963 2.286
O -0.894 1.493 3.471
H -0.658 -1.197 2.614
H -2.292 -1.339 3.092
H -1.095 -0.749 4.297
C -4.654 -0.847 0.371
N -4.294 -2.050 1.161
O -4.868 -2.252 2.217
O -3.447 -2.801 0.716
H -3.887 -0.085 0.415
H -5.569 -0.507 0.847
H -4.862 -1.182 -0.640
C 7.231 -0.845 -2.263
N 7.597 -0.351 -0.919
O 8.339 -1.035 -0.235
O 7.168 0.725 -0.587
H 6.466 -1.595 -2.071
H 8.123 -1.284 -2.699
H 6.900 0.024 -2.819
C -3.134 3.758 0.172
N -4.425 4.441 0.409
O -4.486 5.641 0.235
O -5.384 3.770 0.723
H -2.659 4.223 -0.685
H -3.279 2.693 0.077
H -2.531 3.987 1.050
C 6.539 -3.504 0.635
N 6.117 -4.563 1.576
O 6.223 -4.298 2.751
O 5.698 -5.609 1.129
H 6.123 -3.682 -0.351
H 7.614 -3.388 0.725
H 6.100 -2.560 0.966
C 0.649 4.368 -5.177
O 1.314 3.600 -4.204
C 1.690 2.392 -4.557
O 1.467 1.829 -5.591
O 2.340 1.862 -3.516
C 2.774 0.517 -3.622
H 1.107 4.464 -6.158
H 0.351 5.346 -4.799
H -0.357 3.953 -5.330
H 3.565 0.379 -2.890
H 3.243 0.255 -4.573
H 1.920 -0.129 -3.428
C -1.163 -4.488 2.881
O -0.092 -3.631 2.504
C 1.108 -3.879 3.049
O 1.330 -4.568 4.002
O 1.996 -3.135 2.418
C 3.375 -3.390 2.649
H -1.622 -4.032 3.756
H -0.906 -5.541 3.008
H -1.893 -4.560 2.074
H 3.668 -4.421 2.457
H 3.587 -3.081 3.673
H 3.940 -2.744 1.984
C -3.075 -2.962 -3.174
O -4.252 -3.609 -3.671
C -4.377 -4.892 -3.408
O -3.668 -5.597 -2.751
O -5.510 -5.306 -4.024
C -5.928 -6.630 -3.733
H -3.083 -1.981 -3.640
H -2.128 -3.403 -3.491
H -3.101 -2.962 -2.086
H -5.161 -7.386 -3.895
H -6.792 -6.869 -4.348
H -6.258 -6.609 -2.692
C -0.795 0.217 -4.495
O -1.964 0.875 -4.924
C -2.589 0.438 -6.012
O -2.159 -0.394 -6.755
O -3.766 1.023 -6.079
C -4.616 0.577 -7.129
H 0.003 -0.056 -5.186
H -1.133 -0.730 -4.061
H -0.317 0.765 -3.685
H -4.754 -0.502 -7.032
H -4.188 0.794 -8.104
H -5.605 1.000 -6.983
C -3.753 1.338 -2.485
O -4.863 1.742 -3.275
C -6.055 1.318 -2.930
O -6.319 0.752 -1.898
O -6.929 1.644 -3.848
C -8.261 1.174 -3.717
H -2.903 1.992 -2.635
H -3.431 0.335 -2.761
H -4.056 1.396 -1.442
H -8.802 1.873 -3.079
H -8.346 0.145 -3.376
H -8.710 1.250 -4.706
C 0.068 6.907 4.423
O 0.263 5.739 3.646
C 1.479 5.499 3.157
O 2.474 6.063 3.507
O 1.460 4.537 2.246
C 0.239 4.093 1.649
H -0.938 6.908 4.827
H 0.227 7.800 3.818
H 0.784 6.936 5.244
H -0.474 3.878 2.445
H 0.495 3.188 1.108
H -0.237 4.818 0.987
C 2.402 1.485 4.540
O 1.419 1.831 5.521
C 1.111 1.029 6.500
O 1.558 -0.083 6.647
O 0.157 1.569 7.243
C -0.439 0.690 8.192
H 2.528 2.355 3.900
H 2.105 0.658 3.899
H 3.307 1.287 5.110
H -1.381 1.096 8.552
H 0.213 0.670 9.069
H -0.543 -0.310 7.781
```

Output
* LUMO: 1.83 eV
* total charge: -1
* HOMO-LUMO gap: 10.14 eV
* multiplicity: 1
* molecular weight: 1221.55 g/mol

Record 2
DFT (ωB97M-V/def2-TZVPD) results for a cluster of 5 separate species, C7H25NO4 in total in a non-equilibrium geometry.

```
37
Properties=species:S:1:pos:R:3
C -2.678 -0.311 -0.716
C -1.611 -1.295 -0.263
C -0.691 -0.481 0.773
N 0.561 -0.308 -0.041
C 0.649 1.028 -0.784
C 1.847 -0.620 0.699
C 2.033 0.048 2.101
C 2.115 -2.134 0.921
H -2.225 0.346 -1.420
H -3.510 -0.883 -1.191
H -3.034 0.484 -0.012
H -2.150 -2.115 0.203
H -0.952 -1.758 -0.939
H -1.060 0.479 1.168
H -0.493 -1.177 1.586
H 0.188 1.808 -0.168
H -0.057 1.103 -1.665
H 1.621 1.279 -1.119
H 2.559 -0.379 -0.108
H 1.775 1.096 2.038
H 3.118 0.121 2.389
H 1.554 -0.517 2.897
H 3.104 -2.239 1.488
H 2.351 -2.585 0.018
H 1.383 -2.695 1.387
O -2.169 4.162 0.668
H -2.142 3.568 1.336
H -3.098 3.966 0.310
O 2.744 0.157 -4.040
H 2.205 -0.649 -4.329
H 2.034 0.304 -3.329
O 0.692 -1.709 -2.853
H 0.590 -1.173 -2.065
H 1.081 -2.586 -2.464
O -2.914 2.230 2.485
H -2.839 1.580 1.744
H -2.583 1.856 3.297
```

Output
* LUMO: 0.33 eV
* energy above the lowest of the compared OMol25 structures with the same formula, charge and spin: 3.028 eV
* HOMO-LUMO gap: 9.25 eV
* multiplicity: 1
* molecular weight: 187.28 g/mol
* SMILES string: CCCN(C)C(C)C.O.O.O.O

Record 3
DFT (ωB97M-V/def2-TZVPD) results for a cluster of 2 separate species, C5H8NO in total in a non-equilibrium geometry.

```
15
Properties=species:S:1:pos:R:3
C -0.276 0.633 0.105
C 1.161 -1.280 0.752
C 1.045 -1.218 -0.720
C 0.975 0.147 0.289
C -0.890 1.815 -0.255
N -2.358 -0.970 0.004
O -3.230 -0.346 0.321
H 0.381 -1.825 1.394
H 2.190 -1.491 1.265
H 1.923 -1.250 -1.330
H 0.118 -1.248 -1.245
H 1.911 0.686 0.322
H -1.037 1.793 -1.401
H -0.208 2.597 0.072
H -1.705 1.957 0.429
```

Output
* LUMO (spin up / spin down): -5.61 / -5.60 eV
* total charge: +1
* energy above the lowest of the compared OMol25 structures with the same formula, charge and spin: 6.738 eV
* HOMO-LUMO gap (spin up / spin down): 6.97 / 6.97 eV
* multiplicity: 1
* molecular weight: 98.12 g/mol